# 1
ORCA calculation (ωB97M-V with the def2-TZVPD basis set) on a molecular structure, C17H19Cl2O2RuSi2.

orbital gap (alpha / beta) = 7.122 / 5.242 eV
maximum force = 3.34 eV/A
highest occupied orbital energy (alpha / beta) = -11.17 / -11.15 eV
calculated total energy = -65406.802 eV

ORCA input file:
```
! wB97M-V def2-TZVPD RIJCOSX def2/J DEFGRID3
* xyz 1 5
Ru 0.44988 -0.14956 -0.25035
Cl 2.51358 -5.94966 -4.53355
C 1.76658 -4.76586 -3.54415
C 0.42498 -4.92116 -3.16465
C -0.17472 -3.97526 -2.37305
Cl -1.81472 -4.14106 -1.89465
C 0.52458 -2.80886 -1.90575
O -0.08712 -1.97266 -1.17715
C 1.89968 -2.68056 -2.31355
C 2.70128 -1.56106 -1.91115
O 2.38828 -0.59746 -1.20995
C 2.48638 -3.66676 -3.12535
H -0.13812 -5.78106 -3.49235
H 3.73338 -1.59216 -2.29555
H 3.51748 -3.57006 -3.43085
C 1.97888 0.28834 2.69955
Si 0.14668 0.18094 2.08275
C -0.84242 -1.32986 2.75805
C -0.81932 1.84264 2.27655
C -1.10112 2.36314 3.53335
C -1.76172 3.57444 3.65995
C -2.16172 4.26734 2.52945
C -1.90072 3.74814 1.27025
C -1.22402 2.54364 1.13215
Si -0.80722 1.83304 -0.61545
C -2.38582 1.34304 -1.60775
C 0.46018 2.91904 -1.59705
H 1.99318 0.61814 3.73285
H 2.55498 1.00444 2.11525
H 2.48198 -0.67386 2.65675
H -1.12402 -1.15836 3.79205
H -0.26402 -2.24936 2.72515
H -1.75562 -1.48386 2.18625
H -0.79732 1.82474 4.41905
H -1.96002 3.97804 4.64185
H -2.67302 5.21314 2.62445
H -2.22062 4.29004 0.39265
H -3.05862 2.19164 -1.67995
H -2.92152 0.53564 -1.11235
H -2.15352 1.02314 -2.62015
H 0.08058 3.93174 -1.67915
H 0.62198 2.54784 -2.60545
H 1.42238 2.96614 -1.08895
*
```

Here are the Löwdin charges for atoms 1 to 5, given in e:
1. Ru 1.20
2. Cl 0.72
3. C -0.67
4. C -0.09
5. C -0.58



# 2
ORCA calculation (ωB97M-V with the def2-TZVPD basis set) on C17H19ClN2O2S in the gas phase.

orbital gap = 8.201 eV
maximum force = 1.22 eV/A
highest occupied orbital energy = -7.77 eV
SMILES = O=C(O)Cc1sc(NC2CCCCC2)nc1-c1ccc(Cl)cc1
calculated total energy = -48371.876 eV
energy above the lowest of the compared OMol25 structures with the same formula, charge and spin = 0.000 eV

ORCA input file:
```
! wB97M-V def2-TZVPD RIJCOSX def2/J DEFGRID3
* xyz 0 1
O 0.09367 1.54571 4.73244
C -0.81658 0.76639 4.64287
O -2.04049 1.02607 5.10582
H -2.08438 1.91639 5.48976
C -0.74953 -0.58722 3.96588
C -0.92379 -0.38569 2.49594
C -0.00089 -0.39615 1.48892
N -0.51605 -0.26087 0.22875
C -1.79222 -0.11737 0.22389
N -2.58389 0.01300 -0.85506
H -3.54141 0.26311 -0.67130
C -2.06816 0.25186 -2.19577
C -1.24802 1.54301 -2.26764
C -0.74558 1.77433 -3.68900
C 0.09410 0.58990 -4.15555
C -0.72145 -0.69698 -4.08572
C -1.22157 -0.93241 -2.66429
H -0.37664 -1.03645 -1.98450
H -1.81719 -1.84600 -2.61610
H -1.57329 -0.62514 -4.76677
H -0.11083 -1.54386 -4.40357
H 0.97168 0.49608 -3.51318
H 0.43900 0.75796 -5.17761
H -1.59789 1.90335 -4.36110
H -0.15211 2.68967 -3.72256
H -1.86052 2.38706 -1.94121
H -0.40156 1.44951 -1.58618
H -2.94547 0.34292 -2.84606
S -2.52892 -0.15283 1.83806
C 1.44364 -0.57933 1.61720
C 2.17625 -0.01710 2.66091
C 3.54194 -0.21889 2.74361
C 4.18297 -0.97667 1.77731
C 3.47476 -1.52268 0.71791
C 2.11182 -1.31875 0.64169
H 1.54545 -1.73669 -0.17596
H 3.98801 -2.09993 -0.03529
Cl 5.89087 -1.23311 1.88431
H 4.10806 0.21810 3.55125
H 1.69098 0.60819 3.39378
H 0.22032 -1.04681 4.15915
H -1.55508 -1.21165 4.35497
*
```

Here are the Löwdin charges for atoms 1 to 5, given in e:
1. O 0.11
2. C -0.54
3. O 0.11
4. H 0.14
5. C -0.10



# 3
ORCA calculation (ωB97M-V with the def2-TZVPD basis set) on C17H19ClN2OS in the gas phase.

orbital gap = 8.784 eV
maximum force = 0.71 eV/A
highest occupied orbital energy = -8.18 eV
SMILES = CCCOc1ccc(CNC(=S)Nc2ccccc2)cc1Cl
calculated total energy = -46323.271 eV
energy above the lowest of the compared OMol25 structures with the same formula, charge and spin = 0.003 eV

ORCA input file:
```
! wB97M-V def2-TZVPD RIJCOSX def2/J DEFGRID3
* xyz 0 1
C 0.29215 5.33301 1.15885
C 1.37837 4.53568 1.87041
C 2.61050 4.36377 0.97834
O 2.32512 3.65173 -0.20761
C 2.13245 2.31294 -0.16758
C 2.36642 1.48125 0.92251
C 2.15976 0.11562 0.82491
C 1.71845 -0.46134 -0.35548
C 1.47295 0.35927 -1.45089
C 1.67732 1.71964 -1.35547
Cl 1.37698 2.73463 -2.71724
H 1.11709 -0.06372 -2.37709
C 1.44269 -1.94042 -0.43877
N 0.08166 -2.24361 -0.04087
C -0.93193 -2.33544 -0.92685
N -2.20029 -2.45754 -0.44387
C -2.65340 -2.70586 0.85217
C -3.90277 -2.20683 1.22212
C -4.40330 -2.44335 2.48700
C -3.67127 -3.18339 3.40166
C -2.44338 -3.70362 3.03093
C -1.93379 -3.47568 1.76528
H -1.00027 -3.93135 1.47290
H -1.87834 -4.30496 3.72761
H -4.06220 -3.36532 4.39079
H -5.37002 -2.04801 2.76065
H -4.47474 -1.63263 0.50777
H -2.91231 -2.34513 -1.15347
S -0.72291 -2.31134 -2.56636
H -0.16260 -2.00161 0.91008
H 1.56371 -2.29443 -1.46431
H 2.11662 -2.49359 0.22161
H 2.35590 -0.50579 1.68719
H 2.71915 1.88905 1.85649
H 3.43225 3.89052 1.53007
H 2.94994 5.34214 0.62728
H 1.68414 5.04609 2.78550
H 0.98724 3.55291 2.14206
H 0.03135 4.85217 0.21915
H -0.60060 5.39750 1.77584
H 0.63871 6.34100 0.94304
*
```

Here are the Löwdin charges for atoms 1 to 5, given in e:
1. C -0.10
2. C -0.23
3. C -0.20
4. O -0.08
5. C -0.30



# 4
ORCA calculation (ωB97M-V with the def2-TZVPD basis set) on C17H19ClN4O2 in the gas phase.

orbital gap = 8.104 eV
maximum force = 3.13 eV/A
highest occupied orbital energy = -8.25 eV
SMILES = CC(=O)c1ccc2c(c1)Oc1cnnc(Cl)c1N2CCCN(C)C
calculated total energy = -40513.129 eV
energy above the lowest of the compared OMol25 structures with the same formula, charge and spin = 3.698 eV

ORCA input file:
```
! wB97M-V def2-TZVPD RIJCOSX def2/J DEFGRID3
* xyz 0 1
O -4.36139 -0.66012 2.91376
Cl 1.52522 3.68143 -3.17940
N 3.47918 3.76069 0.23318
N 3.09978 3.89721 -1.04334
O 1.02544 1.53817 1.58175
C -3.15685 -0.38276 3.10008
C 2.77742 3.04027 1.08845
C 1.98052 3.28628 -1.53099
C -2.80049 0.18629 0.66582
C -1.05300 0.54564 2.19801
C -1.96183 0.56399 -0.39049
C 1.67187 2.31390 0.66460
C -0.20221 1.04576 1.22466
C -2.35260 0.14817 1.97155
C 1.26636 2.39723 -0.68923
C -0.66100 1.05540 -0.11094
N 0.18982 1.57193 -1.10729
N 0.35682 -2.20641 -1.48800
C -2.60748 -0.57281 4.51457
C 0.60799 -3.15632 -2.60336
C -0.12988 -2.84198 -0.29765
C 0.36244 0.70160 -2.35502
C 1.44528 -1.24134 -1.20142
C 1.58379 -0.18129 -2.28397
H 3.16215 2.91143 2.11670
H -3.83050 -0.10207 0.45353
H -0.63525 0.56711 3.20124
H -2.37230 0.62625 -1.39089
H -3.39316 -1.05293 5.10655
H -1.72889 -1.23806 4.60724
H -2.35042 0.40005 4.95628
H -0.27346 -3.79403 -2.83806
H 1.42668 -3.82060 -2.31780
H 0.91716 -2.68769 -3.54463
H -0.63122 -2.11471 0.35314
H 0.69806 -3.27577 0.30010
H -0.80974 -3.64519 -0.50185
H 0.44994 1.32892 -3.23244
H -0.55715 0.08518 -2.51478
H 1.23498 -0.77835 -0.22099
H 2.42413 -1.70186 -1.08678
H 2.44998 0.47114 -2.08335
H 1.73385 -0.66974 -3.23856
*
```

Here are the Löwdin charges for atoms 1 to 5, given in e:
1. O 0.04
2. Cl 0.71
3. N 0.01
4. N 0.00
5. O 0.08